(1)
Here is 6 unconnected molecules or ions with the total composition H12O6 from the OMol25 dataset. Energies are from wB97M-V/def2-TZVPD.

Positions of all 18 atoms, in Å:
O -0.2643 1.7301 3.3598
O 1.3120 -0.4930 2.2032
O 0.0760 0.2408 -0.3489
O 2.1415 -0.0190 -2.6727
O -2.7214 -0.2787 0.1558
O -1.9018 -1.1316 -2.8368
H -1.5792 -0.4646 -3.4428
H 0.4242 1.1593 3.0188
H -1.9025 -0.6996 -1.9826
H 2.1448 -0.6879 -3.3574
H -2.6664 -0.6423 1.0396
H 2.1389 -0.0155 2.2697
H 0.5476 0.1292 0.4766
H -1.8103 -0.1504 -0.1081
H 1.5712 -1.4030 2.0582
H 0.7625 0.2698 -1.0154
H -0.1791 1.6670 4.3111
H 1.9063 0.7894 -3.1281

Forces on the atoms, in the same order (eV/Å):
-0.1 0.3 0.0
-0.1 0.2 -0.1
-0.3 0.2 -0.2
0.0 0.1 0.3
-0.5 -0.1 -0.2
0.1 -0.2 -0.3
0.0 0.1 -0.2
0.0 -0.3 -0.1
-0.2 0.0 0.3
-0.1 -0.3 -0.1
0.0 -0.1 0.2
0.4 0.1 0.0
0.1 -0.1 0.5
0.7 0.3 0.1
0.0 -0.4 0.0
0.2 -0.2 -0.5
0.0 0.0 0.2
0.0 0.3 -0.2

ΔE to the lowest compared entry with this formula, charge and spin = 29.0 kcal/mol
LUMO = 0.1 eV
F_max = 0.7 eV/A
SMILES = O.O.O.O.O.O
Molecular weight = 108.1 g mol⁻¹
Gap between HOMO and LUMO = 10.82 eV
Total energy = -12479.855 eV

=====

(2)
Here is 6 unconnected molecules or ions with the total composition H12O6 from the OMol25 dataset. Energies are from wB97M-V/def2-TZVPD.

Positions of all 18 atoms, in Å:
O 0.5337 -0.1387 -0.1490
O -2.1557 0.4717 -1.1994
O 2.9913 -1.0237 2.0478
O 2.6058 1.7419 1.7454
O -0.1840 -1.0397 -3.1687
O -3.1452 0.1397 1.6022
H -1.7047 0.0724 -1.9593
H 0.5702 -1.5526 -2.8609
H 2.0038 1.8154 0.9937
H -2.3733 0.1712 1.0240
H 2.8735 -0.0929 1.7819
H -3.0948 0.4513 -1.4078
H 0.5817 -1.0426 -0.4701
H -0.2992 0.1915 -0.5032
H 2.3240 -1.4980 1.5456
H -3.0021 0.8308 2.2552
H -0.6579 -1.6310 -3.7640
H 2.1328 2.1333 2.4865

Forces on the atoms, in the same order (eV/Å):
0.2 0.1 0.1
0.3 -0.1 -0.2
0.0 0.0 -0.2
-0.1 0.2 -0.2
-0.2 0.0 0.1
0.0 0.0 0.0
-0.1 0.0 0.0
0.0 0.1 -0.1
0.0 -0.1 0.0
-0.1 0.0 0.0
0.0 -0.2 0.3
0.0 0.0 0.1
0.0 0.0 0.1
-0.1 0.1 0.1
0.0 0.0 0.1
0.0 0.0 0.0
0.1 0.0 0.0
0.0 -0.1 0.0

ΔE to the lowest compared entry with this formula, charge and spin = 27.4 kcal/mol
LUMO = 0.0 eV
F_max = 0.4 eV/A
SMILES = O.O.O.O.O.O
Molecular weight = 108.1 g mol⁻¹
Gap between HOMO and LUMO = 10.49 eV
Total energy = -12479.924 eV

=====

(3)
Here is a molecular structure, H12O6 in a non-equilibrium geometry from the OMol25 dataset. Energies are from wB97M-V/def2-TZVPD.

Positions of all 18 atoms, in Å:
O 0.2073 -0.1815 1.2173
O 1.9644 3.0065 -0.2323
O 2.8516 -2.8653 -0.3998
O -3.7339 -0.6424 0.3997
O 2.4135 0.3155 0.4917
O -3.0981 0.4568 -0.7644
H 1.1657 2.6396 -0.0436
H 0.1329 0.2673 0.4005
H -3.9335 0.1650 -0.9959
H -2.5575 -0.2072 -1.2316
H -3.7705 -0.7655 1.3632
H 1.6285 3.7473 -0.7699
H 3.4356 -2.3075 -1.0163
H 2.4467 1.1780 0.2671
H 2.2721 -3.4509 -0.8450
H 3.1522 -0.1308 0.0595
H -0.4099 0.1914 1.9290
H -4.1670 -1.4161 0.1708

Forces on the atoms, in the same order (eV/Å):
-1.8 -0.6 3.5
2.6 2.5 -1.5
2.4 2.3 0.1
-2.7 -5.0 9.4
0.7 -4.6 0.7
6.6 7.0 -8.4
-3.6 -2.2 1.4
-0.4 0.9 -0.9
-2.3 0.4 -1.0
0.2 0.9 0.3
0.0 0.0 0.6
0.9 -0.1 0.1
-1.8 -1.8 1.0
0.7 4.5 -1.3
-0.6 -0.5 -1.2
-0.2 0.3 0.1
1.1 -0.6 -2.1
-1.8 -3.3 -0.9

ΔE to the lowest compared entry with this formula, charge and spin = 158.0 kcal/mol
LUMO = 0.5 eV
F_max = 12.8 eV/A
Molecular weight = 108.1 g mol⁻¹
Gap between HOMO and LUMO = 8.65 eV
Total energy = -12474.263 eV

=====

(4)
Here is 6 unconnected molecules or ions with the total composition H12O6 in a non-equilibrium geometry from the OMol25 dataset. Energies are from wB97M-V/def2-TZVPD.

Positions of all 18 atoms, in Å:
O -6.1550 26.4150 11.0840
O -5.7420 28.0930 13.6400
O -4.1980 25.5670 13.0920
O -7.7030 29.0220 11.1890
O -3.5480 28.9400 12.0690
O -5.0380 26.8460 16.0380
H -4.7770 26.3000 12.8720
H -2.8950 29.5380 12.4170
H -5.5180 27.9260 14.5270
H -6.6520 28.3710 13.6020
H -8.3420 28.9150 10.4990
H -5.2240 26.6160 16.9540
H -7.1520 29.6720 10.8250
H -4.7360 25.9490 15.6840
H -6.5340 27.2830 11.0720
H -6.1480 26.2540 10.1170
H -4.1030 28.7650 12.7610
H -3.4780 26.1430 13.3370

Forces on the atoms, in the same order (eV/Å):
0.1 -0.7 -1.5
0.2 0.5 -2.1
0.2 0.3 0.5
-0.6 -1.2 1.0
2.3 0.5 -3.0
0.7 -2.2 -0.3
-1.3 -0.2 -0.7
0.4 0.3 0.1
0.2 -0.5 2.1
-0.4 0.1 0.0
-0.9 -0.4 -0.5
-0.1 0.4 0.1
1.6 1.6 -0.5
-0.6 1.8 0.1
-0.5 1.1 0.6
0.3 -0.4 0.8
-2.8 -0.8 2.8
1.2 -0.3 0.2

ΔE to the lowest compared entry with this formula, charge and spin = 31.7 kcal/mol
LUMO = 0.5 eV
F_max = 4.0 eV/A
SMILES = O.O.O.O.O.O
Molecular weight = 108.1 g mol⁻¹
Gap between HOMO and LUMO = 10.95 eV
Total energy = -12479.738 eV

=====

(5)
Here is 6 unconnected molecules or ions with the total composition H12O6 from the OMol25 dataset. Energies are from wB97M-V/def2-TZVPD.

Positions of all 18 atoms, in Å:
O -1.0256 -4.5585 -0.1419
O 2.1994 -0.1830 0.7856
O 0.9025 2.6293 0.3274
O -2.6236 -1.3405 -2.4313
O -2.3161 0.6919 -0.4442
O 3.2360 2.2725 1.9087
H 1.3580 -0.2663 1.2430
H -1.3113 -3.7334 0.2760
H -2.1841 -1.8477 -1.7486
H 2.5274 0.6673 1.1117
H 2.5998 2.8350 1.4536
H 3.7267 2.7716 2.5601
H -2.4704 -1.9353 -3.1772
H -0.1154 -4.5783 0.1869
H 0.4992 3.3036 -0.2308
H -3.2113 0.9333 -0.2426
H -2.3218 0.5212 -1.3960
H 0.5306 1.8172 -0.0401

Forces on the atoms, in the same order (eV/Å):
0.4 0.7 0.5
-0.3 0.1 0.0
-0.3 0.1 -0.4
0.2 -0.5 -0.5
0.8 0.0 -0.3
0.1 -0.4 -0.2
0.0 -0.2 0.0
-0.4 -0.2 -0.2
0.1 0.1 0.7
0.4 0.0 0.1
-0.1 0.2 0.1
-0.1 0.2 0.0
-0.2 0.4 -0.3
0.0 -0.4 -0.3
0.1 0.1 0.2
-0.6 0.2 0.2
0.0 -0.2 0.1
0.2 -0.2 0.2

ΔE to the lowest compared entry with this formula, charge and spin = 29.6 kcal/mol
LUMO = 0.3 eV
F_max = 0.9 eV/A
SMILES = O.O.O.O.O.O
Molecular weight = 108.1 g mol⁻¹
Gap between HOMO and LUMO = 11.19 eV
Total energy = -12479.830 eV

=====

(6)
Here is a molecular structure, H12O6Ti from the OMol25 dataset. Energies are from wB97M-V/def2-TZVPD.

Positions of all 19 atoms, in Å:
Ti -23.2288 -12.9094 -8.7338
O -21.4244 -14.4602 -9.7363
O -23.4366 -15.1298 -7.3868
O -23.4722 -10.8448 -10.0297
O -20.8556 -11.4261 -8.1066
O -24.9570 -12.0470 -7.0359
O -25.1081 -13.4202 -10.0858
H -20.5368 -14.3515 -9.3949
H -21.5038 -15.3993 -9.9037
H -20.9722 -10.5020 -8.3269
H -25.0492 -12.8920 -6.5958
H -23.5721 -15.1318 -6.4392
H -19.9175 -11.5823 -8.2155
H -25.6850 -12.8288 -10.5692
H -24.9737 -11.4040 -6.3270
H -23.3653 -10.7823 -10.9789
H -22.9693 -10.1081 -9.6825
H -23.3439 -16.0540 -7.6179
H -25.5794 -14.2531 -10.0673

Forces on the atoms, in the same order (eV/Å):
0.3 -0.2 -0.2
-0.4 0.5 0.2
-0.1 0.5 -0.3
-0.1 -0.4 0.4
-0.5 -0.4 0.0
0.1 -0.1 -0.6
0.3 -0.1 0.3
0.3 0.1 0.1
-0.2 -0.3 -0.1
0.0 0.3 0.0
-0.2 -0.3 0.1
0.0 0.1 0.3
0.3 -0.1 0.0
-0.1 0.4 -0.1
0.1 0.4 0.1
0.0 -0.1 -0.4
0.0 0.3 0.1
0.0 -0.3 -0.2
-0.1 -0.3 0.1

Multiplicity = 4
Net charge = +1
ΔE to the lowest compared entry with this formula, charge and spin = 12.9 kcal/mol
LUMO (spin up / spin down) = -2.8 / -3.2 eV
F_max = 0.7 eV/A
Molecular weight = 156.0 g mol⁻¹
Gap between HOMO and LUMO (spin up / spin down) = 4.92 / 12.14 eV
Total energy = -35588.013 eV

=====

Q: What is the formula in the fourth record?
A: H12O6

=====

Please write out number 3 again, unchanged.
Here is a molecular structure, H12O6 in a non-equilibrium geometry from the OMol25 dataset. Energies are from wB97M-V/def2-TZVPD.

Positions of all 18 atoms, in Å:
O 0.2073 -0.1815 1.2173
O 1.9644 3.0065 -0.2323
O 2.8516 -2.8653 -0.3998
O -3.7339 -0.6424 0.3997
O 2.4135 0.3155 0.4917
O -3.0981 0.4568 -0.7644
H 1.1657 2.6396 -0.0436
H 0.1329 0.2673 0.4005
H -3.9335 0.1650 -0.9959
H -2.5575 -0.2072 -1.2316
H -3.7705 -0.7655 1.3632
H 1.6285 3.7473 -0.7699
H 3.4356 -2.3075 -1.0163
H 2.4467 1.1780 0.2671
H 2.2721 -3.4509 -0.8450
H 3.1522 -0.1308 0.0595
H -0.4099 0.1914 1.9290
H -4.1670 -1.4161 0.1708

Forces on the atoms, in the same order (eV/Å):
-1.8 -0.6 3.5
2.6 2.5 -1.5
2.4 2.3 0.1
-2.7 -5.0 9.4
0.7 -4.6 0.7
6.6 7.0 -8.4
-3.6 -2.2 1.4
-0.4 0.9 -0.9
-2.3 0.4 -1.0
0.2 0.9 0.3
0.0 0.0 0.6
0.9 -0.1 0.1
-1.8 -1.8 1.0
0.7 4.5 -1.3
-0.6 -0.5 -1.2
-0.2 0.3 0.1
1.1 -0.6 -2.1
-1.8 -3.3 -0.9

ΔE to the lowest compared entry with this formula, charge and spin = 158.0 kcal/mol
LUMO = 0.5 eV
F_max = 12.8 eV/A
Molecular weight = 108.1 g mol⁻¹
Gap between HOMO and LUMO = 8.65 eV
Total energy = -12474.263 eV

=====

Q: Which value of ΔE to the lowest compared entry with this formula, charge and spin does entry 2 give?
A: 27.4 kcal/mol